Molecular formula: C17H36AlIO8PS2
Method: DFT, the ωB97M-V functional and the def2-TZVPD basis

Geometry as XYZ:
```
66
Properties=species:S:1:pos:R:3:forces:R:3:mulliken_charge:R:1
C 1.5055 4.6226 -2.8921 -0.101 0.223 -0.329 -0.7639
O 0.6527 3.6419 -2.3526 0.126 0.137 0.199 -0.3558
C 0.9071 3.3839 -0.9618 -0.279 -0.481 -0.717 -0.2495
C 0.5274 1.9195 -0.6827 -0.202 1.435 0.229 0.5226
C -0.9711 1.8205 -0.3717 0.215 -0.571 0.752 -0.9831
C -1.5874 0.4025 -0.4301 0.082 0.284 -1.118 -0.4469
C -0.8962 -0.5904 -1.3934 -0.470 -0.391 0.669 -0.8763
C 0.0434 -1.5286 -0.6158 0.033 0.039 -0.773 -0.5240
C 1.0499 -2.2701 -1.5385 0.009 0.261 0.817 0.4104
O 0.5761 -2.3543 -2.8338 0.768 -0.492 -0.309 -0.7691
Al 1.0005 -4.0002 -3.5251 -0.979 0.669 0.737 0.6907
O 0.8427 -4.7068 -1.8300 0.625 0.466 -0.912 -0.6500
C 1.4810 -3.7305 -1.0746 -0.331 -0.680 0.916 0.1178
P 1.0924 -4.1109 0.7370 -0.118 0.693 0.492 0.0953
O 2.5922 -3.9915 1.4659 -0.378 -0.359 -0.497 -0.4845
I 0.7240 -6.5668 0.7080 0.214 0.032 -0.067 -0.2341
H 0.9582 5.2114 -3.6350 -0.082 -0.125 0.030 0.2609
H 1.8722 5.3256 -2.1379 0.047 -0.100 0.055 0.3159
H 2.3567 4.1642 -3.4090 0.082 0.005 0.175 0.2443
H 0.2628 4.0731 -0.4002 0.244 -0.009 0.304 0.2218
H 1.9607 3.5666 -0.7475 -0.083 0.053 0.063 0.2623
H 0.8228 1.3679 -1.5712 0.105 -0.268 0.183 0.2385
H 1.1149 1.6363 0.1958 -0.026 -0.496 -0.159 -0.5294
H -1.0890 2.1741 0.6612 -0.077 0.163 -0.096 0.1986
H -1.5422 2.5282 -0.9761 0.148 -0.149 -0.306 0.4161
H -2.6100 0.5212 -0.7849 -0.082 0.093 0.155 0.2023
H -1.6739 -0.0590 0.5489 0.194 0.095 0.135 0.4320
H -0.4113 -0.1195 -2.2457 0.044 0.081 0.062 0.4543
H -1.6842 -1.2215 -1.8116 0.147 0.005 -0.197 0.3519
H 0.6064 -0.9260 0.1070 -0.033 -0.214 0.195 0.2077
H -0.5932 -2.2326 -0.0798 0.011 0.093 0.165 0.3352
H 1.9914 -1.6951 -1.4263 -0.043 0.098 -0.547 0.0657
H -0.1960 -4.3408 -4.5292 0.073 -0.283 -0.155 -0.3458
H 2.5079 -4.1277 -4.0546 0.114 -0.065 -0.036 -0.3432
H 2.5907 -3.7502 -1.1021 -0.049 -0.282 -0.340 0.2585
H 3.2061 -4.5580 0.9773 0.238 0.167 0.075 0.3425
C 3.2691 2.3289 2.7060 0.054 -0.021 -0.087 0.1183
C 4.6213 1.6397 2.4828 -0.023 0.022 0.034 -0.7587
C 5.3166 2.3625 1.3221 0.049 -0.332 0.113 -0.6723
S 4.7008 4.0506 1.3426 0.027 -0.154 0.218 1.0420
O 3.9383 4.2730 0.1402 0.185 0.219 -0.040 -0.5935
O 5.7547 4.9520 1.7391 -0.060 0.089 -0.171 -0.7209
C 3.5579 3.8273 2.7008 -0.197 -0.169 0.179 -0.8252
H 2.8038 2.0165 3.6396 -0.013 -0.004 -0.010 0.4011
H 2.5874 2.0784 1.8906 -0.019 0.019 0.020 -0.2941
H 5.2282 1.7247 3.3871 -0.004 0.025 -0.005 0.3469
H 4.5019 0.5792 2.2670 0.001 0.005 -0.014 0.3716
H 6.3977 2.3844 1.4330 0.006 0.104 -0.080 0.3760
H 5.0513 1.9282 0.3599 -0.045 0.101 -0.031 0.3774
H 2.6763 4.4421 2.5334 0.074 0.079 -0.092 0.4172
H 4.0670 4.1397 3.6124 0.036 0.030 -0.030 0.3834
C -6.7296 -2.2360 1.5207 0.013 0.011 -0.077 -0.5465
C -6.4383 -2.9467 0.1916 0.010 0.011 0.053 -0.6633
C -5.3102 -2.1752 -0.5047 -0.246 -0.226 -0.166 -0.7456
S -4.3438 -1.4135 0.8045 -0.240 -0.292 0.091 1.2377
O -4.4936 0.0164 0.7083 0.034 0.027 0.072 -0.6897
O -3.0621 -2.0557 0.8871 0.081 0.200 0.048 -0.6334
C -5.3694 -1.9770 2.1604 -0.296 -0.133 0.112 -0.8517
H -7.3677 -2.8350 2.1698 -0.005 0.005 -0.004 0.3516
H -7.2376 -1.2878 1.3300 0.014 0.009 0.029 0.2802
H -6.1161 -3.9709 0.3897 0.020 0.012 0.011 0.3085
H -7.3238 -2.9990 -0.4410 0.010 -0.006 -0.008 0.3297
H -4.6588 -2.8249 -1.0844 0.107 0.102 0.008 0.4168
H -5.6950 -1.3769 -1.1364 0.068 0.070 0.051 0.3933
H -5.3876 -1.2169 2.9378 0.122 0.052 -0.053 0.3965
H -4.9290 -2.8974 2.5435 0.050 0.016 -0.020 0.3571
```
Positions in Å, forces in eV/Å.

Output
orbital gap	7.219	eV
max |F|	1.47	eV/Å
lowest unoccupied orbital energy	2.2	eV
E	-80252.3582	eV
total charge	-1

Molecular formula: C17H36BF3O9S4
Method: DFT, the ωB97M-V functional and the def2-TZVPD basis

Geometry as XYZ:
```
70
Properties=species:S:1:pos:R:3:forces:R:3:mulliken_charge:R:1
C 2.5034 -1.5917 5.5183 -0.218 0.401 0.379 -0.9041
C 1.1643 -0.7893 5.6305 -0.210 0.146 0.256 -0.1692
B 0.1357 -1.0991 4.4693 0.576 -0.189 0.081 0.1147
O -0.5495 -2.2967 4.5763 0.662 -0.034 -0.046 -0.5905
C -0.1678 -0.1112 3.2114 -0.797 -0.227 1.917 1.3853
C -1.6983 -0.2539 2.8628 0.149 -0.161 -0.862 -1.8219
C -0.0954 1.3662 3.6609 2.124 0.068 0.333 -1.3309
O 0.1436 2.0806 2.4337 -0.928 0.613 0.256 -0.4050
C 0.3853 1.2567 1.4140 0.153 -0.772 3.160 -0.5281
O 0.2872 1.5939 0.3075 -0.020 0.700 -3.148 -0.4412
C 0.7769 -0.1941 1.9821 -1.400 2.276 -1.603 1.9343
C 0.4072 -1.1023 0.7853 0.070 -0.901 0.717 -2.0731
C 0.2092 -2.5918 1.0184 0.504 -1.368 0.047 -0.1508
C 1.3416 -3.3230 1.7575 -0.037 0.249 -0.867 -1.5968
O -1.0377 -2.9095 1.6610 -0.121 0.494 0.176 -0.5426
S 2.5541 0.0875 2.2866 0.807 -1.188 1.475 1.5770
O 2.7939 0.8282 3.4823 -0.786 1.327 0.186 -0.6732
O 3.3225 -1.1134 2.2635 -0.182 -0.949 -1.235 -0.6760
C 3.2581 1.1404 0.8971 0.362 -1.169 0.627 0.6611
F 3.0808 2.4021 1.0924 -0.935 1.653 0.065 -0.2108
F 2.8726 0.7450 -0.2822 -0.899 -0.160 -1.280 -0.2012
F 4.5449 0.9205 0.9623 1.525 -0.398 0.372 -0.2231
H 3.3505 -0.9152 5.6119 -0.005 0.067 -0.257 0.3179
H 2.6128 -2.1327 4.5806 0.071 -0.131 0.088 0.2259
H 2.5854 -2.2615 6.3727 -0.045 -0.321 -0.244 0.2793
H 0.6756 -1.1282 6.5518 -0.072 0.059 -0.074 0.4063
H 1.3791 0.2696 5.7800 0.079 -0.047 -0.144 0.1583
H -0.1569 -2.9864 4.0218 -0.629 0.049 -0.163 0.3527
H -2.1911 0.7187 2.8562 0.137 0.083 -0.056 0.4076
H -2.2229 -0.8663 3.5929 0.172 -0.125 -0.051 0.4025
H -1.8790 -0.6891 1.8823 -0.058 -0.209 0.197 0.2608
H -0.9589 1.7216 4.2165 -0.456 -0.026 -0.650 0.4697
H 0.7451 1.6476 4.2996 0.084 -0.455 -0.106 0.4364
H -0.5243 -0.7206 0.3731 0.060 0.089 -0.057 0.5439
H 1.1439 -1.0065 -0.0118 0.089 0.108 0.103 0.6074
H 0.1557 -3.0398 0.0197 0.150 0.325 0.225 0.5378
H 1.6418 -2.8728 2.7036 -0.110 -0.122 0.049 0.2746
H 1.0407 -4.3669 1.8721 0.038 0.050 0.255 0.4357
H 2.2152 -3.3293 1.1012 0.131 0.051 0.227 0.3524
H -1.2035 -3.8441 1.4901 -0.011 0.182 -0.027 0.4364
C -2.6640 2.5408 -0.5643 0.104 -0.060 -0.018 -0.6201
S -4.3592 2.5470 -1.1592 -0.009 0.085 0.021 0.4420
O -4.8922 1.1698 -0.9851 0.085 -0.039 -0.059 -0.6082
C -3.9404 2.7416 -2.8992 0.053 -0.037 -0.106 -0.7524
H -2.6799 2.3879 0.5134 -0.066 0.010 -0.012 0.1684
H -2.1096 1.7305 -1.0386 -0.032 -0.006 -0.015 0.1220
H -2.1937 3.4989 -0.7860 -0.015 0.002 0.013 0.4305
H -3.3000 1.9186 -3.2193 0.010 -0.013 0.054 0.0974
H -3.4328 3.6954 -3.0457 -0.010 0.003 0.029 0.3236
H -4.8649 2.7301 -3.4735 -0.032 -0.004 0.072 0.3907
C 0.0612 -1.8428 -4.3044 0.003 -0.082 -0.205 -1.0610
S -0.5492 -1.8473 -2.6205 -0.078 0.106 -0.084 0.9450
O -0.0137 -3.0705 -1.9474 -0.070 -0.029 -0.413 -0.8127
C -2.2652 -2.1775 -3.0356 -0.101 -0.067 -0.002 -1.1255
H 1.1380 -1.6858 -4.2753 -0.016 0.022 0.075 0.3153
H -0.1549 -2.7986 -4.7832 -0.018 -0.052 0.125 0.3763
H -0.4086 -1.0260 -4.8518 0.057 0.073 0.078 0.3129
H -2.3360 -3.1145 -3.5886 0.080 -0.005 0.009 0.3904
H -2.6564 -1.3531 -3.6319 0.041 0.032 0.030 0.3364
H -2.8308 -2.2554 -2.1085 0.059 0.045 0.022 0.3256
C 1.7886 2.6162 -4.6657 0.109 -0.052 0.019 -0.7906
S 0.0807 2.6602 -5.2250 0.016 0.140 0.048 0.4811
O -0.4194 1.2582 -5.2217 0.015 -0.050 -0.035 -0.5780
C 0.4485 3.0884 -6.9323 0.046 -0.025 -0.105 -1.0086
H 1.7944 2.3244 -3.6168 -0.085 0.009 -0.005 0.1274
H 2.3502 1.8880 -5.2516 -0.064 -0.012 -0.030 0.3150
H 2.2297 3.6077 -4.7696 -0.042 0.011 0.007 0.3997
H 1.0965 2.3297 -7.3716 -0.013 -0.032 0.058 0.3083
H 0.9316 4.0651 -6.9646 -0.022 0.003 0.038 0.3844
H -0.4903 3.1294 -7.4813 -0.026 -0.013 0.070 0.3252
```
Positions in Å, forces in eV/Å.

Output
orbital gap	9.144	eV
max |F|	3.26	eV/Å
lowest unoccupied orbital energy	0.3	eV
E	-88807.2072	eV

Molecular formula: C17H36Cl2O2Si2Zr
Method: DFT, the ωB97M-V functional and the def2-TZVPD basis

Geometry as XYZ:
```
60
Properties=species:S:1:pos:R:3:forces:R:3:mulliken_charge:R:1
C -0.8403 0.5585 -2.7690 0.556 -1.531 0.659 0.6414
C -1.6690 -0.5423 -2.4303 1.437 0.006 -0.200 0.4636
C -0.8361 -1.6538 -2.1383 0.473 1.202 -0.427 0.4763
C -3.1415 -0.5344 -2.4268 -0.349 -0.008 -0.005 -1.6614
C 0.5165 -1.2408 -2.2886 -1.209 0.816 -0.135 0.6381
C 0.5162 0.1377 -2.6415 -1.289 -0.948 0.005 0.4181
C 1.6928 0.9986 -2.8446 0.386 0.376 -0.151 -1.4471
C -1.3184 1.8747 -3.2136 -0.211 0.450 -0.074 -1.6685
C -1.3125 -3.0041 -1.7722 -0.144 -0.283 0.067 -1.6758
C 1.6954 -2.1172 -2.1584 0.245 -0.332 0.022 -1.5919
Zr 0.8341 1.2648 1.1605 -1.180 -1.638 -1.539 0.9247
Cl -1.6072 0.2063 0.9984 0.597 0.487 0.193 -0.6198
Cl -0.1498 3.1117 -0.1422 0.020 0.343 0.134 -0.6080
O 1.8451 -0.1394 0.1646 0.548 0.674 0.868 -0.3539
H -3.5274 0.4397 -2.1118 -0.133 -0.008 0.035 0.3273
H -3.5357 -1.2940 -1.7447 -0.122 0.034 0.005 0.3300
H -3.5394 -0.7424 -3.4292 -0.311 -0.025 -0.072 0.2615
H -2.1344 -2.9392 -1.0432 0.095 -0.188 -0.027 0.3052
H -0.5021 -3.6005 -1.3329 -0.183 -0.034 -0.003 0.3520
H -1.6945 -3.5440 -2.6548 -0.040 -0.221 0.142 0.2974
H 1.5846 -2.8140 -1.3166 0.142 0.000 -0.032 0.2615
H 2.6040 -1.5321 -1.9907 0.064 -0.111 -0.001 0.3258
H 1.8379 -2.7181 -3.0724 0.221 -0.093 0.108 0.2863
H 2.6028 0.5089 -2.4800 0.007 0.119 -0.068 0.3142
H 1.5793 1.9481 -2.2970 0.168 -0.049 -0.166 0.2062
H 1.8329 1.2311 -3.9123 0.245 0.182 0.045 0.3265
H -2.1521 2.2166 -2.5899 -0.020 0.169 -0.062 0.2845
H -1.6729 1.8354 -4.2543 -0.066 0.211 -0.095 0.2783
H -0.5264 2.6236 -3.1486 -0.041 0.118 -0.033 0.3599
H 2.8180 -0.1457 0.1863 -0.634 0.049 -0.083 0.1077
O 2.3632 2.3867 1.5976 1.234 0.781 0.034 -0.7760
H 2.9118 3.1310 1.3123 -0.527 -0.502 0.132 0.1704
C -1.5420 -1.5964 4.1857 -0.188 -0.150 0.139 -1.0504
Si 0.1852 -1.2693 3.4928 -0.045 0.269 -0.518 0.2566
C 1.4231 -2.0323 4.7150 0.053 -0.114 0.228 -1.2077
C 0.3628 -2.3206 1.9295 0.004 -0.185 0.082 -0.7200
C 0.6347 0.5385 3.2967 0.540 0.188 0.510 0.0122
Si -0.2008 1.8938 4.2696 0.041 -0.697 -0.381 0.4891
C 0.3425 1.8441 6.0772 0.035 0.161 0.418 -1.1329
C 0.2820 3.6112 3.6527 0.144 0.330 0.101 -1.1097
C -2.0832 1.8673 4.2016 -0.154 0.086 0.095 -0.9737
H -1.6395 -2.6730 4.3961 0.028 0.155 -0.054 0.3487
H -2.3188 -1.3253 3.4583 0.258 0.010 0.093 0.2410
H -1.7473 -1.0615 5.1217 0.092 -0.068 -0.089 0.3184
H 1.1454 -3.0774 4.9159 0.102 0.127 -0.023 0.2844
H 2.4376 -2.0278 4.2900 -0.196 0.011 0.061 0.2910
H 1.4572 -1.5008 5.6762 -0.019 -0.040 -0.154 0.2432
H -0.5403 -2.2780 1.3063 0.257 0.050 0.139 0.0707
H 1.1995 -1.9860 1.2995 -0.257 -0.106 0.177 0.1534
H 0.5410 -3.3700 2.2120 -0.022 0.108 0.005 0.4188
H 1.7259 0.6108 3.5774 -0.634 0.011 -0.054 0.3630
H 1.4349 1.7477 6.1624 -0.216 -0.003 -0.066 0.3030
H 0.0560 2.7876 6.5651 0.026 -0.156 0.032 0.3164
H -0.1146 1.0212 6.6440 0.085 0.079 -0.162 0.2901
H -0.4556 4.0135 2.9453 0.152 -0.091 0.095 0.3058
H 0.3197 4.2739 4.5308 -0.061 0.023 -0.193 0.3319
H 1.2628 3.6360 3.1600 -0.276 -0.012 0.212 0.2721
H -2.4287 2.0891 3.1835 0.130 -0.121 0.158 0.2670
H -2.5268 0.9123 4.5014 0.108 0.158 -0.069 0.3053
H -2.4742 2.6486 4.8702 0.037 -0.062 -0.057 0.3578
```
Positions in Å, forces in eV/Å.

Output
orbital gap	3.992	eV
max |F|	2.54	eV/Å
lowest unoccupied orbital energy	4.7	eV
E	-64396.3149	eV
total charge	-2

Molecular formula: C17H36Cl3CoN9Si5
Method: DFT, the ωB97M-V functional and the def2-TZVPD basis

Geometry as XYZ:
```
71
Properties=species:S:1:pos:R:3:forces:R:3:lowdin_spin:R:1
Co -1.3681 0.6187 -0.4044 -0.241 -0.678 -0.264 1.3193
N -5.4891 1.2190 0.5422 0.014 0.028 0.033 -0.0009
C -4.6476 0.6734 -0.3386 0.050 -0.251 0.033 -0.0007
N -3.4310 0.6870 0.1622 0.078 0.386 -0.043 0.0020
C -3.5935 1.3123 1.3622 0.166 0.000 0.099 -0.0012
N -4.8310 1.6472 1.6377 -0.075 -0.058 -0.025 -0.0004
C -2.4205 1.5872 2.2005 -0.224 0.028 -0.089 -0.0023
C -2.5099 2.1089 3.4788 0.104 0.062 0.046 0.0015
N -1.4214 2.3851 4.1938 -0.083 -0.007 -0.031 -0.0045
C -0.2570 2.1405 3.6090 0.020 -0.015 -0.041 0.0013
C -0.1627 1.6029 2.3284 0.036 0.093 0.034 -0.0056
N -1.2439 1.3181 1.6209 -0.169 0.015 0.047 0.0106
H -6.4725 1.4048 0.4413 -0.002 -0.016 -0.008 0.0001
H -4.9439 0.2734 -1.2930 0.011 0.068 -0.040 0.0002
H -3.4777 2.3149 3.9187 0.008 0.008 0.020 0.0003
H 0.6399 2.3716 4.1703 0.002 -0.008 -0.006 0.0003
H 0.7886 1.3909 1.8687 0.058 0.081 -0.077 -0.0019
C 1.3771 -3.2091 0.5011 -0.015 -0.031 -0.052 -0.0006
Si 1.9044 -1.4173 0.7567 0.104 -0.041 -0.055 -0.0267
C 3.7799 -1.5419 0.6642 0.081 0.057 -0.005 -0.0112
C 1.5624 -1.0328 2.5750 -0.152 0.073 0.079 0.0006
Si 0.9952 0.1225 -0.8154 -0.448 0.516 -0.135 -0.1581
Si 2.4120 2.0193 -1.0234 0.342 -0.276 -0.010 -0.0221
C 2.4392 3.1351 0.4923 -0.133 -0.002 0.153 0.0006
C 2.0295 3.0480 -2.5356 -0.250 0.107 -0.051 0.0004
C 4.2086 1.5015 -1.2774 0.070 0.078 -0.031 -0.0110
Si 1.0730 -1.0452 -2.8577 0.256 -0.015 0.069 -0.0144
C 2.8388 -1.5555 -3.2731 0.029 -0.062 -0.041 -0.0084
C 0.0590 -2.6267 -2.8277 -0.147 -0.023 0.040 0.0009
C 0.4634 0.0033 -4.2780 -0.044 0.095 -0.097 0.0014
H 1.6646 -3.7942 1.3797 0.044 0.018 -0.001 -0.0002
H 1.8967 -3.6328 -0.3607 0.033 0.006 -0.008 0.0000
H 0.3163 -3.3530 0.3377 -0.227 -0.023 -0.009 0.0000
H 4.1242 -2.2604 1.4144 -0.036 -0.040 -0.019 -0.0017
H 4.2746 -0.5964 0.8700 0.052 0.082 0.050 0.0000
H 4.1187 -1.8886 -0.3132 0.006 0.027 -0.025 -0.0001
H 1.9739 -1.8384 3.1889 0.020 -0.010 -0.012 0.0002
H 0.4947 -0.9530 2.7986 0.025 -0.045 0.002 0.0000
H 2.0381 -0.1006 2.8916 0.028 -0.057 0.014 0.0000
H 1.4514 3.5286 0.7362 0.095 -0.048 0.032 -0.0001
H 3.0879 3.9900 0.2827 0.032 -0.012 -0.006 0.0002
H 2.8458 2.6208 1.3683 0.016 -0.019 0.001 0.0000
H 0.9651 3.2211 -2.6953 0.394 0.012 0.039 0.0000
H 2.4253 2.5591 -3.4285 0.008 -0.002 -0.016 0.0000
H 2.5097 4.0261 -2.4416 0.066 -0.020 0.010 0.0001
H 4.6141 0.9327 -0.4468 0.055 -0.078 0.083 -0.0001
H 4.8320 2.3944 -1.3940 -0.057 0.022 -0.019 -0.0017
H 4.3232 0.9037 -2.1817 0.024 -0.025 -0.002 -0.0001
H 3.2567 -2.2265 -2.5199 0.014 0.001 0.020 -0.0001
H 3.4947 -0.6881 -3.3507 0.016 -0.002 -0.003 -0.0001
H 2.8667 -2.0781 -4.2341 -0.023 -0.006 0.005 -0.0012
H 0.5068 -3.3754 -2.1746 -0.003 -0.028 0.013 0.0000
H 0.0063 -3.0446 -3.8369 0.023 -0.001 -0.007 0.0001
H -0.9604 -2.4512 -2.4802 -0.007 0.004 -0.028 0.0004
H 1.1298 0.8500 -4.4566 -0.032 -0.002 -0.007 0.0000
H -0.5276 0.4133 -4.0901 -0.045 -0.012 -0.008 0.0010
H 0.4180 -0.5942 -5.1931 0.033 -0.012 0.003 0.0001
N -3.5614 -4.2209 2.9376 0.035 -0.010 -0.024 0.0000
C -3.2020 -3.1225 2.2489 -0.072 0.111 -0.012 0.0004
N -3.6742 -1.9305 2.6661 0.043 0.012 0.048 0.0001
N -2.4504 -3.2868 1.1885 0.041 -0.146 -0.016 0.0027
C -2.0526 -2.2357 0.5167 0.207 -0.177 -0.193 0.0063
N -1.6184 -1.3824 -0.1341 -0.060 0.177 0.518 -0.0086
H -3.9980 -4.1600 3.8382 -0.019 -0.007 -0.008 0.0000
H -3.1344 -5.0881 2.6625 -0.002 -0.003 0.015 0.0000
H -4.1386 -1.8272 3.5504 -0.005 -0.004 -0.010 0.0000
H -3.3560 -1.0939 2.2051 -0.002 0.025 -0.018 0.0000
Cl -1.2197 3.0343 -3.4982 -0.340 -0.064 -0.039 0.0011
Si -1.6444 2.6435 -1.4761 0.306 0.208 0.107 -0.0376
Cl -0.7261 4.2830 -0.4873 -0.163 -0.037 -0.081 -0.0133
Cl -3.6723 3.3657 -1.4881 0.030 -0.027 0.060 -0.0175
```
Positions in Å, forces in eV/Å.

Output
orbital gap (alpha / beta)	6.954 / 6.744	eV
max |F|	0.77	eV/Å
spin multiplicity	2
lowest unoccupied orbital energy (alpha / beta)	-0.5 / -0.5	eV
E	-146214.1290	eV
energy above the lowest of the compared OMol25 structures with the same formula, charge and spin	15.3	kcal/mol